Entry 1:
Below is C23H40CdCl3N4O3Si as an isolated structure at a distorted geometry, with properties calculated with wB97M-V/def2-TZVPD.

Geometry (Å):
1 C -1.530 -1.991 -2.403
2 C -1.055 -3.024 -1.429
3 H -1.497 -2.333 -3.440
4 H -0.884 -1.103 -2.304
5 H -2.560 -1.663 -2.186
6 C -0.622 -4.255 -1.751
7 C -0.573 -4.803 -3.139
8 H -0.271 -4.931 -0.963
9 H -0.791 -4.054 -3.909
10 H -1.267 -5.645 -3.271
11 H 0.430 -5.204 -3.336
12 Cd -0.255 0.702 0.522
13 Cl -2.717 0.244 0.728
14 Cl 0.612 1.727 -1.486
15 H 0.636 5.132 4.418
16 H -1.518 6.141 3.338
17 C 0.932 4.807 3.413
18 C -1.115 5.784 2.377
19 N -0.252 4.627 2.587
20 H 1.459 3.857 3.476
21 C -0.517 3.455 2.014
22 O 0.227 2.454 2.064
23 H -1.948 5.491 1.735
24 H -1.478 3.435 1.469
25 H 1.591 5.565 2.969
26 H -0.558 6.599 1.886
27 H 1.495 -1.396 -2.221
28 H 2.276 -3.639 -0.997
29 C 2.450 -0.952 -1.896
30 C 3.219 -3.069 -0.940
31 N 2.948 -1.661 -0.738
32 H 2.287 0.107 -1.660
33 C 3.038 -1.126 0.504
34 O 2.514 -0.079 0.889
35 H 3.814 -3.439 -0.093
36 H 3.665 -1.770 1.171
37 H 3.181 -1.071 -2.714
38 H 3.772 -3.203 -1.880
39 O 0.120 -1.676 0.134
40 C -0.919 -2.501 0.003
41 C 0.238 -4.182 1.561
42 C -0.927 -3.569 1.104
43 H 1.186 -3.942 1.074
44 C 0.165 -5.150 2.574
45 H -1.835 -1.881 0.155
46 C -2.162 -3.913 1.644
47 H 1.071 -5.622 2.939
48 C -1.079 -5.516 3.096
49 C -2.244 -4.912 2.616
50 H -3.060 -3.418 1.243
51 H -1.158 -6.285 3.870
52 H -3.229 -5.218 2.989
53 Si -0.437 4.465 -3.930
54 Cl -0.696 2.547 -4.753
55 C 1.401 4.652 -3.644
56 C -1.635 4.418 -2.501
57 C -0.930 5.877 -5.087
58 H 1.781 3.805 -3.061
59 H 1.620 5.580 -3.101
60 H 1.938 4.688 -4.604
61 H -0.274 5.964 -5.958
62 H -0.869 6.831 -4.550
63 H -1.955 5.786 -5.456
64 H -1.369 3.589 -1.830
65 H -2.652 4.242 -2.883
66 H -1.634 5.357 -1.937
67 N 0.850 -1.343 3.080
68 C 0.623 -1.804 4.327
69 C -0.453 -1.084 4.818
70 C -0.825 -0.204 3.780
71 N -0.003 -0.363 2.722
72 H 1.560 -1.655 2.430
73 H 1.199 -2.593 4.786
74 H -0.908 -1.182 5.780
75 H -1.640 0.496 3.763

total charge	-1
LUMO energy	2.3088	eV
HOMO level	-4.1	eV
Kohn-Sham gap	6.394	eV

So, what does the Löwdin scheme give us? The charges, in e, come out as: -0.050, -0.226, 0.053, 0.063, 0.084, -0.133, -0.121, 0.098, 0.052, 0.065, 0.061, 1.060, -0.327, -0.149, 0.089, 0.089, -0.034, -0.050, -0.191, 0.088, -0.312, -0.129, 0.085, 0.129, 0.092, 0.092, 0.081, 0.079, -0.090, -0.069, -0.195, -0.029, -0.357, -0.073, 0.080, 0.132, 0.085, 0.083, -0.316, -0.545, -0.062, -0.172, 0.097, -0.108, 0.007, -0.029, 0.086, -0.128, -0.102, 0.121, 0.086, 0.093, 0.105, 0.254, -0.234, -0.244, -0.222, -0.016, 0.027, 0.030, 0.022, 0.026, 0.022, -0.032, 0.034, 0.020, 0.003, -0.111, -0.088, -0.167, -0.035, 0.112, 0.107, 0.074, 0.080

=====

Entry 2:
Below is C26H34N5OSSi2Zn as an isolated structure, with properties calculated with wB97M-V/def2-TZVPD.

Geometry (Å):
1 Zn 0.657 0.773 1.173
2 C -1.139 -1.827 2.838
3 Si -2.273 -1.102 1.513
4 C -3.936 -1.955 1.767
5 C -2.643 0.686 1.991
6 C -0.255 -1.759 -0.554
7 C 1.594 -1.804 1.123
8 C 1.774 -3.188 1.052
9 C 2.811 -3.716 1.785
10 C 3.634 -2.883 2.548
11 C 3.363 -1.530 2.542
12 N 2.364 -0.998 1.837
13 Si 0.530 -1.622 -2.209
14 C 2.344 -2.158 -2.069
15 C -0.326 -2.765 -3.431
16 C 0.661 0.055 -3.102
17 H -1.699 -1.936 3.772
18 H -0.269 -1.203 3.055
19 H -0.777 -2.816 2.543
20 H -4.346 -1.663 2.739
21 H -3.850 -3.043 1.743
22 H -4.642 -1.666 0.985
23 H -3.235 0.654 2.912
24 H -3.244 1.166 1.215
25 H -1.782 1.326 2.181
26 H 1.099 -3.763 0.436
27 H 2.988 -4.785 1.770
28 H 4.455 -3.279 3.128
29 H 3.960 -0.830 3.115
30 H 2.449 -3.190 -1.727
31 H 2.902 -1.523 -1.373
32 H 2.824 -2.070 -3.048
33 H -0.263 -3.808 -3.113
34 H 0.131 -2.669 -4.421
35 H -1.384 -2.504 -3.511
36 H 1.045 0.839 -2.445
37 H -0.318 0.382 -3.462
38 H 1.333 -0.027 -3.964
39 O 0.614 -1.132 0.511
40 C -1.712 -1.382 -0.323
41 C -2.520 -2.610 -0.719
42 C -3.473 -2.655 -1.658
43 C -3.821 -1.480 -2.432
44 C -3.158 -0.325 -2.175
45 C -2.168 -0.162 -1.156
46 C -1.571 1.091 -1.018
47 N -0.477 1.506 -0.278
48 C -0.328 2.877 -0.502
49 C -1.264 3.319 -1.354
50 N -2.034 2.218 -1.678
51 H -2.237 -3.514 -0.188
52 H -3.959 -3.601 -1.873
53 H -4.532 -1.543 -3.245
54 H -3.361 0.500 -2.853
55 H 0.444 3.446 -0.015
56 H -1.456 4.298 -1.754
57 H -2.879 2.240 -2.213
58 C 2.540 6.548 1.311
59 C 2.543 5.052 1.186
60 C 3.245 4.413 0.163
61 C 3.132 3.038 0.104
62 N 2.421 2.342 0.983
63 C 1.789 3.037 1.955
64 S 0.830 2.095 3.044
65 N 1.817 4.376 2.068
66 H 3.525 6.965 1.096
67 H 2.227 6.832 2.313
68 H 1.833 6.977 0.597
69 H 3.833 4.966 -0.557
70 H 3.622 2.464 -0.675

total charge	-1
LUMO energy	2.4440	eV
HOMO level	-2.3	eV
Kohn-Sham gap	4.770	eV

So, what does the natural (NBO) scheme give us? The charges, in e, come out as: 1.601, -1.135, 1.712, -1.122, -1.135, -0.585, 0.542, -0.308, -0.152, -0.319, 0.066, -0.530, 1.660, -1.113, -1.119, -1.134, 0.225, 0.224, 0.237, 0.214, 0.228, 0.243, 0.223, 0.242, 0.238, 0.270, 0.207, 0.210, 0.192, 0.222, 0.219, 0.217, 0.226, 0.211, 0.250, 0.225, 0.230, 0.209, -0.648, -0.585, -0.159, -0.267, -0.373, -0.171, -0.239, 0.406, -0.831, -0.099, -0.119, -0.580, 0.196, 0.191, 0.191, 0.165, 0.201, 0.204, 0.407, -0.649, 0.276, -0.358, 0.104, -0.595, 0.254, -0.409, -0.501, 0.212, 0.235, 0.228, 0.217, 0.203

=====

Entry 3:
Below is one molecule with the formula C25H23N3O6 at a distorted geometry, with properties calculated with wB97M-V/def2-TZVPD.

Geometry (Å):
1 C 4.534 2.280 -1.858
2 C 4.191 2.879 -0.497
3 O 3.558 1.962 0.376
4 C 2.215 1.757 0.284
5 C 1.379 2.283 -0.695
6 C 0.020 2.032 -0.660
7 C -0.530 1.266 0.353
8 N -1.941 1.056 0.394
9 C -2.748 2.160 0.387
10 O -2.342 3.299 0.462
11 N -4.104 1.906 0.307
12 C -4.650 0.679 -0.013
13 C -5.986 0.553 -0.386
14 C -6.500 -0.693 -0.685
15 C -5.695 -1.819 -0.618
16 C -4.368 -1.697 -0.247
17 C -3.839 -0.452 0.056
18 C -2.415 -0.307 0.534
19 O -2.314 -0.740 1.887
20 C -1.503 -1.195 -0.351
21 O -1.443 -1.017 -1.547
22 N -0.870 -2.169 0.315
23 C 0.099 -3.028 -0.338
24 C 1.457 -2.375 -0.402
25 C 1.877 -1.762 -1.570
26 C 3.117 -1.135 -1.666
27 C 3.902 -1.128 -0.541
28 C 3.471 -1.716 0.650
29 C 2.261 -2.353 0.743
30 O 4.432 -1.551 1.611
31 C 5.442 -0.768 1.011
32 O 5.154 -0.606 -0.360
33 C 0.301 0.726 1.327
34 C 1.658 0.964 1.287
35 H 3.634 2.003 -2.401
36 H 5.091 3.007 -2.443
37 H 5.142 1.390 -1.721
38 H 5.114 3.153 0.022
39 H 3.577 3.781 -0.608
40 H 1.767 2.898 -1.491
41 H -0.621 2.447 -1.421
42 H -4.682 2.730 0.225
43 H -6.607 1.435 -0.437
44 H -7.536 -0.786 -0.974
45 H -6.101 -2.790 -0.853
46 H -3.733 -2.568 -0.186
47 H -2.930 -0.229 2.424
48 H -0.907 -2.147 1.322
49 H 0.144 -3.969 0.214
50 H -0.270 -3.211 -1.350
51 H 1.223 -1.767 -2.428
52 H 3.447 -0.679 -2.584
53 H 1.947 -2.817 1.663
54 H 5.475 0.223 1.496
55 H 6.414 -1.269 1.126
56 H -0.114 0.133 2.127
57 H 2.307 0.562 2.049

SMILES	CCOc1ccc(N2C(=O)Nc3ccccc3[C@@]2(O)C(=O)NCc2ccc3c(c2)OCO3)cc1
LUMO energy	0.6020	eV
HOMO level	-7.9	eV
Kohn-Sham gap	8.528	eV

So, what does the natural (NBO) scheme give us? The charges, in e, come out as: -0.645, -0.061, -0.510, 0.299, -0.305, -0.167, 0.188, -0.494, 0.795, -0.629, -0.633, 0.251, -0.263, -0.181, -0.241, -0.150, -0.126, 0.308, -0.736, 0.677, -0.615, -0.609, -0.241, -0.039, -0.199, -0.254, 0.227, 0.305, -0.281, -0.495, 0.237, -0.486, -0.251, -0.205, 0.208, 0.214, 0.228, 0.190, 0.176, 0.218, 0.227, 0.416, 0.210, 0.217, 0.217, 0.221, 0.490, 0.422, 0.207, 0.230, 0.228, 0.228, 0.218, 0.160, 0.162, 0.229, 0.214

=====

Entry 4:
Below is C3H12AlO11P2 as an isolated structure at a distorted geometry, with properties calculated with wB97M-V/def2-TZVPD.

Geometry (Å):
1 Al 0.303 -0.314 0.376
2 P -1.494 -1.835 -2.105
3 O -1.940 -0.525 -1.326
4 O -0.084 -2.220 -1.607
5 O -1.639 -1.581 -3.623
6 O -2.404 -2.971 -1.636
7 P -1.366 -2.441 2.567
8 O -1.492 -2.346 1.018
9 O -2.830 -2.255 3.006
10 O -0.271 -1.432 2.973
11 O -1.051 -3.930 2.737
12 C 2.209 1.137 -2.711
13 O 1.446 0.058 -2.241
14 H 1.653 2.084 -2.642
15 H 3.090 1.390 -2.110
16 H 2.498 0.987 -3.754
17 H 1.086 -0.399 -3.013
18 C 1.756 0.613 4.937
19 O 1.467 0.431 3.548
20 H 0.803 0.858 5.423
21 H 1.996 -0.396 5.301
22 H 2.551 1.341 5.069
23 H 0.744 -0.275 3.481
24 C -1.111 2.667 -2.423
25 O -0.914 1.656 -1.470
26 H -2.165 2.866 -2.646
27 H -0.598 3.583 -2.120
28 H -0.671 2.345 -3.379
29 H -1.571 0.903 -1.630

total charge	-3
LUMO energy	6.2530	eV
HOMO level	2.5	eV
Kohn-Sham gap	3.706	eV

So, what does the natural (NBO) scheme give us? The charges, in e, come out as: 0.806, 2.484, -1.201, -1.161, -1.209, -0.944, 2.461, -0.764, -1.060, -1.270, -1.023, -0.241, -0.700, 0.154, 0.147, 0.140, 0.507, -0.257, -0.781, 0.153, 0.156, 0.144, 0.540, -0.236, -0.782, 0.140, 0.131, 0.138, 0.531

=====

no.,total energy (eV)
1,-86618.2965
2,-112022.6186
3,-43054.7925
4,-50998.4718